Entry 1:
The following is a quantum chemistry calculation of C29H44BrCoN3P2 as an isolated structure at a distorted geometry, from the Open Molecules 2025 dataset.

## Properties
E_tot: -161483.908 eV
orbital gap (spin up / spin down): 6.8 / 4.7 eV
energy above the lowest of the compared OMol25 structures with the same formula, charge and spin: 174.6 kJ/mol
<S²>: 3.81
charge: +2
E_HOMO (spin up / spin down): -0.4825 / -0.4911 Eh
2S+1: 4

The geometry in XYZ format:
```
80
Properties=species:S:1:pos:R:3:forces:R:3
C -3.91491 -6.94046 4.01018 0.234 -0.048 0.111
C -4.49155 -6.22721 2.93051 -0.594 -0.811 -0.101
C -5.81615 -6.62131 2.57480 -0.023 -0.222 0.110
C -6.47652 -7.62454 3.32667 0.850 0.124 0.165
N -5.88475 -8.26309 4.34946 -0.116 0.417 0.015
C -4.63919 -7.92141 4.70134 -0.361 0.198 -0.589
C -3.65609 -5.24585 2.21730 1.572 -0.748 0.972
C -2.61462 -4.62815 1.94699 -2.693 -1.965 -0.743
C -2.00394 -3.51909 1.34037 0.107 1.142 1.449
C -1.19259 -2.73812 2.18844 0.057 0.522 -0.670
C -1.03517 -1.39450 1.85833 0.682 1.433 0.032
C -1.86531 -0.68511 0.91830 -0.624 -1.063 0.508
C -2.95626 -1.53252 0.39085 1.820 0.886 -1.377
C -2.71065 -2.93954 0.25155 -0.309 0.401 0.646
Co -1.55175 -1.30605 -1.09687 0.903 0.656 0.406
P -1.95900 1.29140 0.73199 -1.172 -0.452 1.369
H -6.35230 -6.25085 1.69263 0.428 0.221 0.457
H -2.86862 -6.80905 4.29272 -0.356 0.323 -0.119
H -7.51344 -7.96147 3.11765 0.874 0.438 -0.112
H -4.20801 -8.46643 5.56162 -0.180 0.393 -0.677
H -3.28618 -3.64426 -0.37341 -0.206 0.740 0.719
H -0.75815 -3.16229 3.11884 -0.247 0.360 -0.964
H -3.89349 -1.06357 0.11578 0.209 -0.351 -0.325
H -0.26829 -0.81546 2.40058 -0.599 -0.457 -0.171
C -1.70158 2.95908 -0.27371 0.440 -0.141 -1.044
C -2.64869 4.14186 -0.04744 -0.591 -0.024 0.536
H -1.71115 2.71372 -1.34703 0.098 0.021 0.749
H -0.66823 3.28581 -0.05287 -0.378 -0.631 0.030
H -2.17014 5.04482 -0.46673 0.044 -0.461 0.165
H -3.60516 4.04696 -0.59178 0.349 -0.134 0.370
H -2.84411 4.35037 1.01577 -0.058 -0.012 -0.440
C -3.75634 1.28676 1.02822 -0.745 0.356 -0.362
C -4.28305 0.89850 2.41438 -0.381 -0.008 -0.039
H -4.28177 0.60696 0.34548 0.479 0.286 -0.134
H -4.10267 2.26347 0.69839 -0.208 0.201 0.343
H -5.37225 0.74963 2.28969 0.480 0.177 0.338
H -3.87579 -0.06879 2.73842 -0.009 0.305 0.047
H -4.11341 1.66955 3.18016 -0.024 -0.356 -0.256
C -1.24233 1.65674 2.34408 0.061 -0.160 0.215
C -1.37818 3.06106 2.90881 0.178 0.180 0.269
H -0.18936 1.34919 2.30209 -0.154 0.141 0.119
H -1.77171 0.95184 2.99643 0.308 0.037 0.011
H -0.87396 3.03393 3.88370 -0.172 0.253 -0.197
H -0.87043 3.81526 2.29217 -0.268 -0.161 0.217
H -2.43034 3.33860 3.08849 0.458 -0.024 -0.189
Br -0.11894 0.93273 -1.85057 -0.132 -0.534 0.075
P -3.39056 -0.69284 -3.52103 -0.041 0.058 1.114
C -3.65871 0.92069 -2.67446 0.543 0.591 -0.473
C -4.61475 1.86771 -3.41282 -0.231 0.337 -0.359
H -2.67475 1.40943 -2.56320 -0.204 -0.465 -0.145
H -4.02641 0.73438 -1.66820 -0.094 -0.396 -0.007
H -5.07234 2.58706 -2.72273 0.132 -0.271 -0.046
H -4.10553 2.46542 -4.18134 -0.029 -0.345 0.181
H -5.41546 1.31467 -3.90153 -0.147 0.126 0.030
C -1.69350 -1.07719 -4.04665 0.072 -0.736 -0.421
C -1.57281 -1.05592 -5.57570 -0.004 -0.624 -0.474
H -1.42733 -2.07996 -3.66567 -0.229 0.247 -0.034
H -0.98328 -0.37984 -3.62208 -0.129 0.436 0.298
H -0.55550 -0.83148 -5.91083 -0.186 0.059 0.274
H -1.83518 -2.03673 -5.99533 -0.073 0.351 0.029
H -2.25146 -0.31473 -5.97876 0.037 0.179 -0.359
C -4.15363 -2.04780 -2.53649 -0.489 0.098 0.297
C -5.43063 -2.70964 -3.07806 -0.540 -0.114 -0.232
H -4.47817 -1.64917 -1.55540 0.625 0.013 -0.647
H -3.35920 -2.77934 -2.36586 -0.046 0.017 -0.163
H -5.54413 -3.72191 -2.66485 0.186 0.295 -0.169
H -6.30120 -2.14281 -2.72490 0.167 -0.085 -0.279
H -5.47898 -2.76708 -4.16813 0.075 -0.096 0.161
C 1.78609 -0.41211 0.75489 -0.458 0.987 1.154
C 1.47389 -1.50166 -0.16126 -0.114 -1.454 -1.383
N 0.35746 -1.88481 -0.78754 0.231 -0.244 -0.081
C 0.66374 -2.95542 -1.62624 1.297 0.654 0.584
C 1.99649 -3.23347 -1.46312 -0.362 -0.028 -0.050
N 2.48716 -2.31207 -0.54485 -0.604 -0.813 -0.725
H 2.22265 -0.79717 1.68968 -0.155 0.021 -0.225
H 2.50526 0.30415 0.34569 -0.193 -0.148 -0.192
H 0.87082 0.13063 1.01192 0.453 -0.006 -0.207
H -0.04465 -3.32957 -2.37445 0.413 -0.137 0.720
H 2.56480 -4.04522 -1.88523 0.273 0.247 0.013
H 3.44592 -2.20697 -0.23678 -0.209 -0.203 -0.119
```
Positions in Å, forces in eV/Å.

Mulliken population analysis, charges in e, atoms 1 to 2:
1. C -0.4736
2. C 0.2563

---

Entry 2:
The following is a quantum chemistry calculation of a 7-piece molecular cluster, C29H44Cl18O5Si overall at a distorted geometry, from the Open Molecules 2025 dataset.

## Properties
structure (SMILES): CCOC(=O)CCCOC(=O)OCCCCCCCC[Si](C)(C)c1ccccc1.ClC(Cl)Cl.ClC(Cl)Cl.ClC(Cl)Cl.ClC(Cl)Cl.ClC(Cl)Cl.ClC(Cl)Cl
E_tot: -274303.994 eV
orbital gap: 9.3 eV
E_HOMO: -0.3290 Eh

The geometry in XYZ format:
```
97
Properties=species:S:1:pos:R:3:forces:R:3
C -0.30226 -5.39702 0.63315 0.196 -0.599 -0.530
C 0.12470 -5.63915 -0.85571 0.407 0.114 0.936
O 0.14838 -4.45211 -1.67486 -0.961 0.327 0.547
C -1.09663 -4.10358 -2.15759 -0.659 -0.013 -1.193
O -1.46727 -4.54048 -3.22075 0.394 0.076 0.646
C -2.01200 -3.12699 -1.38880 0.551 -0.221 0.422
C -3.36790 -2.90242 -2.08931 0.223 -0.243 0.134
C -3.32862 -1.92896 -3.27918 -0.497 -0.521 0.373
O -2.91114 -0.58178 -2.94573 -0.970 -0.091 0.471
C -3.86240 0.36386 -3.26735 0.547 1.123 -1.600
O -3.63391 1.12239 -4.17249 -0.483 -0.505 0.700
O -5.01343 0.45570 -2.53529 1.336 -0.436 0.444
C -4.61580 0.41166 -1.12668 -0.686 -0.178 0.144
C -5.76125 0.77959 -0.17368 0.196 -0.542 0.413
C -5.37018 0.26123 1.26519 -0.297 0.078 -0.668
C -3.84432 0.33473 1.50178 -0.237 0.294 0.959
C -3.39514 0.29088 2.99123 -0.783 -1.261 -0.113
C -2.21259 -0.69674 3.12198 0.603 1.513 -0.396
C -0.96670 -0.27248 2.27173 -1.098 -0.735 0.469
C 0.15140 -1.31560 2.52251 0.088 0.927 -0.296
Si 1.79029 -0.97492 1.62207 0.518 -0.714 0.180
C 3.13368 -0.62301 2.93191 -0.523 0.185 -1.032
C 2.31002 -2.59788 0.76268 -0.366 0.507 0.145
C 1.69528 0.38487 0.30980 0.214 0.657 -0.006
C 0.72425 0.45987 -0.70426 0.310 0.094 0.128
C 0.75590 1.48237 -1.64854 0.463 -0.040 -0.937
C 1.75205 2.48498 -1.66673 1.125 -1.459 1.249
C 2.71628 2.41687 -0.65007 -0.142 -0.056 -0.380
C 2.67619 1.39788 0.29804 -0.129 -0.280 0.395
H 0.55546 -5.59691 1.29574 -0.343 0.210 -0.204
H -1.07804 -6.14188 0.87439 0.093 0.519 0.156
H -0.65100 -4.37311 0.81569 0.044 -0.335 -0.094
H -0.51498 -6.40857 -1.31674 0.333 0.306 -0.025
H 1.17088 -5.97191 -0.81626 -0.427 -0.028 -0.435
H -1.46009 -2.18606 -1.20313 -0.205 -0.324 -0.143
H -2.18585 -3.56317 -0.38780 0.092 0.171 -0.347
H -4.11943 -2.64316 -1.32370 0.288 0.220 -0.383
H -3.70113 -3.87615 -2.49128 0.149 0.408 0.042
H -2.62028 -2.32848 -4.01708 -0.273 0.296 0.076
H -4.34698 -1.86713 -3.69769 0.442 -0.201 -0.097
H -4.34212 -0.63128 -0.91466 0.199 0.504 0.016
H -3.75143 1.08685 -1.02939 -0.266 -0.393 0.182
H -5.99828 1.85254 -0.14731 0.163 -0.303 -0.245
H -6.64905 0.20575 -0.48463 0.145 0.486 -0.052
H -5.95713 0.77765 2.04474 0.358 0.046 -0.353
H -5.72639 -0.78685 1.29592 0.437 0.290 0.223
H -3.43246 1.26251 1.07112 -0.075 -0.505 -0.150
H -3.41030 -0.56173 1.02849 0.074 0.611 -0.107
H -3.22018 1.27832 3.44450 0.183 -0.247 -0.361
H -4.23893 -0.15233 3.56306 0.340 0.267 -0.082
H -2.56471 -1.67559 2.75998 0.258 0.176 0.406
H -1.87099 -0.72012 4.16865 -0.258 -0.430 -0.273
H -0.69742 0.75702 2.56035 0.234 -0.350 -0.105
H -1.28873 -0.23196 1.21577 0.421 -0.023 0.310
H -0.20001 -2.32676 2.26094 0.010 0.315 0.155
H 0.37188 -1.29127 3.60772 -0.057 -0.270 -0.398
H 4.05142 -0.40662 2.36572 -0.085 -0.148 0.491
H 3.24868 -1.55885 3.49732 0.062 0.447 0.086
H 2.86842 0.24499 3.55247 0.224 -0.392 0.058
H 2.11082 -3.42528 1.46731 0.140 0.165 -0.413
H 1.67706 -2.69421 -0.13560 0.250 -0.297 0.244
H 3.36707 -2.59930 0.45800 -0.329 -0.029 0.095
H -0.05956 -0.29907 -0.76765 0.169 0.243 -0.061
H 0.01030 1.52017 -2.44331 0.187 -0.392 0.247
H 1.84006 3.27769 -2.40114 -0.213 -0.403 -0.040
H 3.53485 3.13884 -0.60823 -0.280 -0.122 -0.050
H 3.47127 1.37151 1.05946 -1.356 0.019 -0.405
Cl 4.47991 4.11176 -3.43400 0.040 0.048 -0.023
C 3.65896 4.81152 -4.83286 -0.103 -0.030 -0.018
Cl 3.37266 3.58058 -6.06409 0.023 0.046 0.024
Cl 2.14118 5.57955 -4.35568 0.050 -0.023 0.007
H 4.30373 5.57164 -5.25618 -0.026 -0.032 0.020
Cl -1.42427 -4.62878 3.57998 0.023 -0.146 0.124
C -2.02408 -4.20610 5.18930 0.041 0.148 -0.122
Cl -0.72727 -3.56052 6.19724 -0.034 -0.044 -0.040
Cl -3.33747 -3.04347 5.03471 -0.242 -0.199 0.315
H -2.40688 -5.10315 5.65993 0.023 0.030 -0.032
Cl 7.87440 0.13446 0.28686 -0.013 0.063 0.023
C 7.20212 1.33584 1.38918 0.005 -0.025 -0.032
Cl 5.46040 1.51033 1.13106 1.313 0.064 0.017
Cl 7.53880 0.89933 3.06884 -0.031 0.053 0.022
H 7.67552 2.28845 1.18448 -0.004 -0.043 0.034
Cl -1.81888 5.03522 -3.82586 -0.047 -0.297 0.260
C -1.51269 5.09295 -2.09035 -0.080 -0.144 0.071
Cl -0.46741 3.74503 -1.58961 -1.521 1.683 -0.028
Cl -0.79286 6.64701 -1.63883 -0.010 -0.019 0.009
H -2.46199 4.99662 -1.57664 0.034 0.087 -0.026
Cl -0.71584 7.05318 -8.00488 0.017 0.051 0.017
C -1.31123 8.25161 -6.85225 0.009 -0.054 0.047
Cl -3.05277 8.47889 -7.03590 0.044 0.033 0.000
Cl -0.91720 7.77323 -5.20029 0.056 0.286 -0.191
H -0.82226 9.19509 -7.06078 -0.032 -0.040 -0.016
Cl 9.30511 -1.16727 7.07620 -0.008 0.024 -0.054
C 10.20322 -0.33488 5.80436 0.067 -0.019 0.082
Cl 10.76897 1.23982 6.36749 -0.039 -0.022 -0.042
Cl 11.55594 -1.32174 5.24635 -0.054 0.028 -0.018
H 9.53454 -0.17400 4.96839 0.033 -0.012 0.004
```
Positions in Å, forces in eV/Å.

Mulliken population analysis, charges in e, atoms 1 to 2:
1. C -0.2957
2. C -0.5147

---

Entry 3:
The following is a quantum chemistry calculation of C29H44CrN3O2S3Si4Te as an isolated structure at a distorted geometry, from the Open Molecules 2025 dataset.

## Properties
E_tot: -139088.259 eV
orbital gap (spin up / spin down): 5.1 / 5.3 eV
energy above the lowest of the compared OMol25 structures with the same formula, charge and spin: 162.5 kJ/mol
<S²>: 3.83
charge: -2
E_HOMO (spin up / spin down): -0.0305 / -0.0374 Eh
2S+1: 4

The geometry in XYZ format:
```
87
Properties=species:S:1:pos:R:3:forces:R:3
Cr 0.23276 1.67963 0.35387 -0.077 2.895 1.167
O 0.80997 3.20505 4.37254 -0.008 0.054 -0.109
S 1.42674 2.54028 3.24622 -0.027 0.311 -0.121
O 1.42288 1.11114 3.24452 0.036 -0.339 -0.079
N 0.89628 3.06359 1.81343 -0.107 0.595 0.627
C 0.44993 4.37379 1.71563 0.000 -0.231 -0.118
C 0.82103 5.44775 2.50980 -0.121 0.040 -0.196
C 0.30403 6.73683 2.27271 0.194 -0.148 0.174
C -0.57307 6.99208 1.26206 -0.148 0.076 -0.173
C -0.97803 5.93405 0.41640 0.162 -0.187 0.102
C -1.85305 6.10528 -0.67720 0.063 0.162 0.135
C -2.19122 5.03166 -1.43468 -0.164 -0.219 -0.210
C -1.66259 3.76704 -1.11076 -0.380 -0.132 -0.371
N -0.83608 3.57651 -0.12775 0.267 0.071 0.257
C -0.47734 4.62994 0.64657 0.228 0.293 0.222
C 3.13062 3.08118 3.30615 0.010 0.277 -0.051
C 3.80620 3.44387 2.15183 0.178 0.041 -0.040
C 5.10307 3.94327 2.24564 -0.169 -0.080 -0.068
C 5.71030 4.08444 3.48284 0.077 0.037 -0.023
C 5.02208 3.73188 4.63523 -0.081 -0.104 0.134
C 3.72982 3.23145 4.54909 0.086 -0.072 0.052
H 1.49827 5.28763 3.33078 0.056 0.066 0.087
H 0.62278 7.55145 2.91366 0.014 -0.041 0.047
H -0.96497 7.98917 1.09495 0.005 -0.015 -0.025
H -2.23813 7.09443 -0.90239 0.009 -0.004 0.030
H -2.85011 5.13005 -2.28727 -0.022 -0.048 0.013
H -1.91795 2.88703 -1.68802 -0.034 0.010 -0.082
H 3.31691 3.32844 1.19472 -0.019 -0.042 -0.032
H 5.63165 4.22563 1.34348 -0.004 -0.013 -0.006
H 6.72065 4.47374 3.55082 -0.035 0.003 0.007
H 5.49198 3.85208 5.60482 -0.016 -0.019 -0.004
H 3.16823 2.95710 5.43368 0.036 0.075 0.011
C 4.20947 -0.14938 -1.42949 -0.115 0.031 0.004
C 2.90594 0.59370 -1.23588 -0.023 -0.037 -0.055
S 2.33478 0.72034 0.41212 1.148 -0.077 0.309
C 2.19868 1.12742 -2.24032 -0.097 -0.072 0.005
C 2.57492 1.05422 -3.69385 0.056 -0.081 0.121
S 0.70987 1.97058 -1.87284 0.697 0.903 -1.045
H 4.60203 -0.46559 -0.46381 0.014 -0.002 -0.001
H 4.96218 0.47967 -1.91399 0.032 -0.007 -0.010
H 4.07000 -1.04315 -2.04489 0.020 -0.020 0.011
H 3.54735 0.57428 -3.83136 -0.037 0.020 -0.012
H 2.61870 2.05568 -4.13170 -0.024 0.006 -0.037
H 1.82873 0.47966 -4.25157 0.013 0.030 -0.035
N -2.38748 1.76222 2.19216 0.075 -0.054 -0.113
C -1.42396 1.62734 1.55999 -0.547 -0.124 0.694
C -4.93734 -1.86195 -0.82415 0.151 0.270 -0.228
Si -3.74017 -3.09520 -0.04660 -0.566 0.209 0.258
C -4.46313 -4.79686 -0.46770 0.312 -0.206 -0.206
C -3.99377 -2.91445 1.81163 0.317 0.099 0.202
Si -1.52269 -2.64767 -0.64423 -0.695 -0.690 0.174
Te -0.38145 -0.54193 -0.33146 -0.845 -3.954 -1.481
Si -1.37795 -3.25212 -2.88881 0.183 0.310 -0.681
C 0.38265 -3.01909 -3.52439 0.199 0.107 0.256
C -2.44047 -2.10738 -3.94992 -0.170 0.226 0.183
C -1.87449 -4.99819 -3.42328 -0.123 -0.223 0.359
Si -0.31540 -4.33035 0.43479 0.548 -0.036 0.447
C -0.85261 -6.13795 0.27305 -0.363 -0.029 -0.269
C -0.26287 -4.00504 2.28722 -0.151 0.281 0.123
C 1.47814 -4.26061 -0.14316 0.057 0.209 -0.233
H -5.90884 -1.86880 -0.31964 0.039 -0.058 -0.018
H -5.09382 -2.06503 -1.88989 0.000 0.012 0.086
H -4.51866 -0.85204 -0.74368 -0.083 -0.066 0.008
H -5.48834 -4.86763 -0.08914 0.044 0.034 -0.004
H -3.87041 -5.60207 -0.02024 -0.115 0.043 -0.037
H -4.48023 -4.96900 -1.54957 -0.064 0.005 0.107
H -5.05466 -2.82527 2.06664 0.028 -0.044 -0.047
H -3.48010 -2.01402 2.16858 -0.087 -0.064 0.002
H -3.57325 -3.76605 2.35860 -0.056 0.061 -0.035
H 0.83073 -2.16610 -2.99947 0.006 -0.040 -0.109
H 0.39615 -2.80973 -4.59867 -0.021 -0.056 0.030
H 1.01059 -3.89425 -3.32682 -0.041 0.046 -0.020
H -2.31274 -1.07869 -3.59325 -0.012 -0.058 -0.088
H -3.50563 -2.35435 -3.87411 0.074 0.018 -0.019
H -2.14418 -2.14685 -5.00312 -0.019 -0.043 0.042
H -1.22593 -5.75626 -2.97085 -0.045 0.043 -0.091
H -1.79240 -5.07499 -4.51228 0.010 0.008 0.037
H -2.90414 -5.23346 -3.13378 0.085 -0.011 -0.086
H -1.85112 -6.28890 0.69763 0.111 -0.042 0.001
H -0.14862 -6.77920 0.81283 -0.002 0.042 -0.016
H -0.88988 -6.46325 -0.77265 0.026 -0.019 0.114
H -1.22517 -4.21683 2.76569 0.078 0.001 -0.018
H -0.04150 -2.94462 2.45483 0.008 -0.093 0.030
H 0.51276 -4.59885 2.78167 -0.039 -0.020 -0.051
H 1.63982 -4.82158 -1.07047 -0.016 0.021 0.067
H 2.16526 -4.63587 0.62144 -0.053 -0.042 -0.031
H 1.73100 -3.21196 -0.34125 0.067 -0.085 0.045
```
Positions in Å, forces in eV/Å.

Mulliken population analysis, charges in e, atoms 1 to 2:
1. Cr -0.4473
2. O -0.7084